{"formula": "C7H12NO3PS", "method": "wB97M-V/def2-TZVPD", "total_charge": -2, "e_homo_ha": 0.012, "species": ["C", "C", "C", "N", "C", "P", "O", "O", "O", "C", "C", "C", "S", "H", "H", "H", "H", "H", "H", "H", "H", "H", "H", "H", "H"], "positions_angstrom": [[-2.3000, -0.7407, -1.0413], [-1.4158, -0.9116, 0.2242], [-2.2046, -1.3585, 1.3397], [-0.9781, 0.4105, 0.5357], [0.2271, 0.7403, 0.4415], [0.6189, 2.5963, 0.2337], [2.1175, 2.7786, 0.2768], [0.0995, 2.7302, -1.2168], [-0.0459, 3.4042, 1.3428], [1.2164, -0.3892, -0.0993], [2.4366, -0.4452, 0.8438], [1.5304, 0.1194, -1.5031], [0.1575, -1.9044, -0.1497], [-1.5304, -0.2472, -1.5571], [-3.1352, 0.0164, -0.9866], [-2.6745, -1.6978, -1.3625], [-1.5930, -1.5874, 2.2200], [-2.6020, -2.4646, 1.0941], [-3.0453, -0.7210, 1.5156], [3.3565, -1.0148, 0.5848], [2.0026, -0.8300, 1.7499], [2.8519, 0.5788, 1.0544], [2.5470, 0.4905, -1.5417], [0.9139, 1.0701, -1.7516], [1.4489, -0.6232, -2.2471]]}

***

{"formula": "C7H12NO4P", "method": "wB97M-V/def2-TZVPD", "e_homo_ha": -0.288, "species": ["C", "C", "O", "P", "C", "O", "N", "C", "O", "C", "C", "C", "O", "H", "H", "H", "H", "H", "H", "H", "H", "H", "H", "H", "H"], "positions_angstrom": [[1.9102, 0.0884, 2.0543], [2.5912, -0.1145, 0.6093], [1.6906, 0.2262, -0.4269], [0.5014, -0.6598, -0.9480], [0.2021, 0.1278, -2.9755], [0.6798, -2.1421, -0.8643], [-0.8397, -0.1533, -0.1302], [-1.2705, 1.0886, 0.1668], [-0.4161, 2.2035, -0.1323], [-2.4487, 1.0805, 0.8231], [-2.8766, -0.2745, 0.8795], [-1.8431, -1.0534, 0.3905], [-1.7588, -2.4086, 0.2591], [2.0499, 1.2623, 2.2967], [0.8957, -0.2669, 2.2455], [2.4034, -0.5778, 2.8079], [2.9813, -1.1395, 0.4758], [3.5200, 0.5574, 0.5759], [0.7423, -0.3239, -3.7260], [-0.9801, 0.0543, -3.0152], [0.5139, 1.1457, -2.6892], [-0.7665, 2.6643, -0.8604], [-2.8188, 2.0158, 1.0894], [-3.6665, -0.6954, 1.3723], [-0.9963, -2.7051, -0.2781]]}

***

{"formula": "C7H12NOP", "method": "wB97M-V/def2-TZVPD", "e_homo_ha": -0.302, "species": ["C", "C", "O", "C", "C", "C", "C", "C", "N", "P", "H", "H", "H", "H", "H", "H", "H", "H", "H", "H", "H", "H"], "positions_angstrom": [[3.1190, 0.7781, -0.3360], [1.6495, 0.1681, -0.8334], [0.9527, -0.5102, 0.1992], [0.5716, 0.1868, 1.2931], [-0.6764, 0.0958, 1.6506], [-1.7295, -0.7798, 1.0319], [-2.3346, -0.1698, -0.3029], [-1.3503, -0.0888, -1.4563], [-0.7574, 1.2515, -1.2481], [0.6668, 1.7573, -1.1477], [3.0207, 1.3434, 0.5450], [3.8289, -0.0981, -0.1757], [3.4732, 1.5267, -1.1430], [1.8113, -0.4273, -1.7170], [1.4313, 0.8262, 1.6690], [-0.9700, 0.5759, 2.5909], [-2.4853, -0.9250, 1.8004], [-1.1143, -1.6928, 0.9532], [-3.2735, -0.6580, -0.5249], [-2.5426, 0.9113, -0.0392], [-0.7383, -1.0032, -1.5522], [-1.8757, 0.0558, -2.3817]]}

***

Calculated Kohn-Sham gap, 4.74; 8.45; 8.29 eV (same order as the records).
Calculated energy relative to the best compared isomer or geometry (same formula, charge and spin), 0.000; 0.093; 1.379 eV (same order as the records).